{"formula": "C25H33GeN2O3PdSi", "method": "ωB97M-V with the def2-TZVPD basis set", "symbols": ["Pd", "Ge", "Si", "O", "O", "O", "N", "N", "C", "C", "C", "C", "C", "C", "C", "C", "C", "C", "C", "C", "C", "C", "C", "C", "C", "C", "C", "C", "C", "C", "C", "C", "C", "H", "H", "H", "H", "H", "H", "H", "H", "H", "H", "H", "H", "H", "H", "H", "H", "H", "H", "H", "H", "H", "H", "H", "H", "H", "H", "H", "H", "H", "H", "H", "H", "H"], "coordinates": [[-0.51907, 0.57828, -0.53242], [1.37833, -1.61183, 0.13835], [-0.54795, 2.84004, -1.27004], [1.58614, 0.07542, -2.04113], [2.21128, 1.14720, -0.13245], [-1.42458, -1.56502, 0.41758], [-2.81926, 0.55599, -0.95697], [-3.14029, -0.93788, 1.74417], [0.94607, -1.53293, 4.84261], [-2.74810, -3.29887, 1.39449], [-3.58528, 0.81038, 0.11748], [-2.99139, 0.48216, 1.46947], [4.93481, -2.71710, -1.81805], [-5.40498, 1.50045, -1.27315], [-2.36566, -1.86648, 1.14819], [5.93966, -2.24096, -0.98667], [3.27515, -1.89411, -0.27067], [1.29680, -0.36590, 2.76972], [-3.33651, 0.74174, -2.17389], [-4.61980, 1.21419, -2.37805], [5.61702, -1.60447, 0.20419], [1.08110, 3.75631, -0.99765], [-4.88320, 1.27863, -0.00716], [-0.88129, 2.67299, -3.13890], [1.48068, 0.37778, -0.71208], [3.60671, -2.53521, -1.46251], [0.70302, -2.70772, 4.14413], [2.67145, 0.67913, -2.77973], [1.23608, -0.36184, 4.15721], [-1.92879, 3.84189, -0.44839], [0.76400, -2.71547, 2.75845], [1.06563, -1.54511, 2.06701], [4.28902, -1.42941, 0.56194], [-1.92565, 0.72665, 1.45989], [-1.91782, 2.92536, -3.36879], [-6.40786, 1.88708, -1.39377], [-3.47925, 1.04744, 2.25982], [-0.68176, 1.66537, -3.50812], [-2.92430, 3.42907, -0.61965], [6.97646, -2.36379, -1.27181], [-2.69005, 0.49627, -3.00576], [1.47007, 3.61516, 0.00985], [0.90105, 4.82400, -1.15193], [-0.23437, 3.36209, -3.68475], [1.53223, 0.54613, 2.23210], [-3.15690, -3.44977, 2.39265], [-5.48161, 1.47721, 0.87221], [2.81547, -2.89046, -2.11558], [1.85125, 3.43190, -1.69712], [-1.77208, 3.94322, 0.62691], [5.18806, -3.22537, -2.73948], [3.48011, 0.94140, -2.09973], [-3.92195, -1.22982, 2.30503], [2.31114, 1.56941, -3.29385], [4.03909, -0.93054, 1.49180], [0.60250, -2.55974, -0.76847], [-3.50860, -3.57831, 0.66233], [-1.89524, 4.84214, -0.88691], [0.47535, -3.62151, 4.67802], [6.40297, -1.24449, 0.85566], [0.58738, -3.63520, 2.21081], [-1.88619, -3.94275, 1.24764], [0.92057, -1.53474, 5.92457], [3.00649, -0.06227, -3.49929], [-4.99116, 1.36332, -3.38199], [1.42778, 0.55329, 4.70262]], "atomic_forces_ev_per_a": [[-2.943, -0.290, 0.091], [0.611, -0.191, 0.337], [0.626, 0.263, -0.512], [0.305, 0.262, -0.179], [-0.025, 0.195, -0.077], [-0.183, 0.020, 0.053], [0.664, 0.827, 0.329], [-0.029, 0.257, 0.113], [0.005, 0.014, 0.041], [-0.043, -0.013, 0.005], [-0.024, -0.055, 0.027], [0.028, -0.077, -0.280], [0.052, 0.030, -0.005], [0.096, -0.026, 0.004], [0.088, -0.185, -0.038], [-0.012, -0.021, -0.045], [-0.315, 0.081, 0.025], [-0.040, 0.015, -0.017], [0.067, -0.125, -0.015], [-0.115, -0.027, -0.007], [0.048, 0.032, 0.045], [-0.339, -0.251, 0.077], [-0.080, -0.037, -0.074], [-0.037, -0.086, 0.467], [1.339, -0.059, -0.348], [-0.123, -0.015, 0.038], [-0.039, -0.058, -0.012], [0.066, -0.031, 0.124], [-0.031, 0.004, 0.010], [0.173, -0.644, 0.090], [0.005, 0.037, -0.094], [0.129, 0.089, -0.500], [-0.079, -0.043, 0.041], [-0.003, 0.049, 0.152], [0.010, -0.009, -0.016], [-0.005, 0.001, 0.000], [0.006, 0.001, 0.007], [0.042, 0.023, -0.017], [0.027, 0.017, -0.022], [0.000, -0.028, 0.034], [-0.003, 0.071, -0.001], [-0.022, 0.023, -0.005], [-0.049, -0.001, -0.041], [0.033, 0.029, 0.044], [0.044, 0.002, 0.037], [-0.002, -0.004, -0.001], [0.059, -0.007, 0.034], [0.061, -0.035, -0.025], [-0.027, -0.038, 0.022], [-0.008, 0.027, -0.002], [-0.010, 0.015, -0.006], [-0.009, -0.001, -0.020], [0.026, -0.115, 0.008], [-0.007, -0.006, 0.014], [0.042, 0.013, 0.000], [-0.125, 0.101, 0.070], [0.000, -0.018, 0.017], [0.073, 0.002, -0.053], [0.015, 0.009, 0.012], [-0.004, 0.008, -0.013], [0.013, -0.038, 0.073], [0.035, 0.045, 0.006], [-0.026, 0.010, -0.006], [-0.053, -0.001, -0.014], [0.027, -0.035, -0.008], [-0.003, -0.005, 0.004]], "lowdin_charge": [0.620, 1.081, 0.582, -0.168, 0.026, -0.096, 0.047, 0.096, -0.077, 0.026, -0.268, -0.107, -0.079, -0.030, -0.506, -0.075, -0.318, -0.111, -0.122, -0.031, -0.072, -0.198, -0.007, -0.200, -0.742, -0.128, -0.076, -0.024, -0.073, -0.186, -0.115, -0.320, -0.095, 0.098, 0.024, 0.121, 0.134, 0.018, 0.011, 0.107, 0.114, 0.030, 0.041, 0.038, 0.091, 0.090, 0.123, 0.098, 0.024, 0.035, 0.107, 0.099, 0.150, 0.087, 0.104, 0.021, 0.099, 0.045, 0.108, 0.108, 0.102, 0.084, 0.108, 0.096, 0.118, 0.108], "total_charge": 1, "e_above_lowest_kcal_mol": 10.7}

***

{"formula": "C4H12NS", "method": "ωB97M-V with the def2-TZVPD basis set", "symbols": ["S", "N", "C", "C", "C", "C", "H", "H", "H", "H", "H", "H", "H", "H", "H", "H", "H", "H"], "coordinates": [[0.42930, 1.25713, 3.42731], [-0.57930, -1.41126, -1.04094], [-0.37351, 0.22115, -0.68056], [0.29085, 0.70912, -2.01222], [-0.21510, 0.09477, 2.00184], [0.54643, 0.53894, 0.54843], [-0.30679, 0.24617, -2.85890], [-1.37336, 0.15226, 1.92159], [-1.28192, -1.96218, -0.55885], [1.49770, -0.17078, 0.39237], [0.72284, 1.67027, 0.59781], [1.33996, 0.51743, -2.25643], [0.97119, 0.26677, 4.18808], [-1.40083, 0.51856, -0.72016], [0.32898, 1.77823, -2.05533], [-0.88187, -1.44854, -2.07873], [-0.06378, -1.05395, 2.08292], [0.34922, -1.92408, -0.89822]], "atomic_forces_ev_per_a": [[-0.544, -2.103, -1.251], [1.470, 0.396, -1.028], [2.197, -0.869, -1.654], [-0.873, -1.127, -0.639], [0.053, -0.371, -1.476], [-1.319, -2.015, 1.415], [0.619, 1.181, 0.628], [1.999, 0.528, 0.065], [-0.225, 0.301, 0.626], [-1.715, 2.180, 0.575], [0.130, -1.821, -0.391], [0.018, -0.888, 0.806], [-0.210, 0.416, -0.330], [-0.478, 0.498, 0.665], [-0.841, 0.746, -0.057], [0.967, 0.011, 2.000], [0.258, 2.065, 0.605], [-1.505, 0.871, -0.558]], "lowdin_charge": [0.651, 0.177, -0.257, -0.065, -0.493, -0.195, 0.095, 0.075, 0.140, 0.152, 0.124, 0.093, -0.146, 0.128, 0.083, 0.174, 0.080, 0.184], "total_charge": 1, "e_above_lowest_kcal_mol": 49.4}

***

{"formula": "C21H48N4O6S5", "method": "ωB97M-V with the def2-TZVPD basis set", "symbols": ["S", "S", "S", "S", "S", "O", "O", "O", "O", "O", "O", "N", "N", "N", "N", "C", "C", "C", "C", "C", "C", "C", "C", "C", "C", "C", "C", "C", "C", "C", "C", "C", "C", "C", "C", "C", "H", "H", "H", "H", "H", "H", "H", "H", "H", "H", "H", "H", "H", "H", "H", "H", "H", "H", "H", "H", "H", "H", "H", "H", "H", "H", "H", "H", "H", "H", "H", "H", "H", "H", "H", "H", "H", "H", "H", "H", "H", "H", "H", "H", "H", "H", "H", "H"], "coordinates": [[1.39480, -6.44734, 1.29119], [-2.82633, 4.53843, -7.27738], [-4.08414, -6.41503, -2.89816], [6.38409, -2.12389, -0.02957], [2.92297, 3.72209, -3.10529], [-1.83686, 0.02611, 1.75074], [2.58255, -6.08810, 2.15842], [5.00792, -1.95393, -0.71276], [1.48578, 4.27760, -3.10944], [-4.12593, 5.26471, -6.94526], [-2.83476, -7.17959, -2.55255], [-1.41674, 3.26286, 5.66000], [3.19429, -1.72148, 6.33243], [-3.26233, 9.61214, 2.14065], [-8.61147, 1.92896, 4.24852], [-1.09079, 0.57601, 0.93609], [2.88245, 2.13820, -4.15313], [-1.42944, 5.70622, -6.93867], [-1.45307, 2.23049, 6.21333], [-1.38888, 0.88650, 6.88117], [0.13232, -5.31770, 1.92180], [3.59336, -2.33845, 7.22889], [-7.47647, 1.89557, 4.09867], [1.63334, -5.67321, -0.35669], [-1.49047, 1.01935, -0.41087], [-2.42561, 3.40103, -5.88064], [3.86374, 4.70873, -4.31822], [6.78567, -3.92643, 0.01916], [-2.10103, 7.58585, 0.92682], [4.09348, -3.19700, 8.33759], [-6.07629, 1.88329, 3.93659], [-3.86310, -4.67267, -2.37155], [-2.78301, 8.71429, 1.61411], [0.39184, 0.91849, 1.26165], [-3.99221, -6.12853, -4.67778], [5.80069, -2.20345, 1.69697], [4.97267, -3.67672, 7.90748], [-2.52818, 3.87689, -4.90537], [-1.13739, 0.17841, 6.09158], [0.03975, -5.52003, 2.98885], [-1.34055, 7.98674, 0.25670], [-1.54196, 6.68527, -7.40439], [0.75156, -5.85785, -0.97026], [4.90147, 4.42907, -4.49992], [-0.79957, -5.58235, 1.42217], [-1.43334, 2.96545, -5.99788], [-2.29275, 0.67276, 7.45164], [6.63278, -2.44619, 2.35790], [-1.66523, 6.91644, 1.66849], [0.63785, 0.50601, 2.24015], [-0.44650, 5.36137, -7.25964], [0.39175, -4.26818, 1.78284], [4.39755, -2.56183, 9.16958], [0.50328, 2.00277, 1.26632], [-0.56837, 0.97473, 7.59326], [-4.67429, -4.04517, -2.74076], [-3.14779, -5.45362, -4.81753], [1.73690, -4.61182, -0.13125], [-5.60861, 2.69579, 4.49265], [-1.44836, 5.92916, -5.87189], [6.06054, -4.55606, 0.53476], [-5.65336, 0.95170, 4.31260], [3.81720, 1.62178, -4.37146], [-3.71281, -7.01379, -5.24906], [3.35874, 4.73036, -5.28393], [3.98240, 5.73745, -3.97797], [6.92005, -4.22568, -1.02033], [2.56281, -6.01153, -0.81466], [1.00627, 0.51732, 0.45565], [-2.45625, 0.57312, -0.64803], [4.96616, -2.89501, 1.81283], [-1.45520, 2.09591, -0.57784], [-3.16928, 2.60633, -5.82128], [-2.92892, -4.18594, -2.65176], [-0.78177, 0.62935, -1.14146], [-3.92429, -4.59979, -1.28571], [-4.90299, -5.68530, -5.08045], [-5.92361, 2.07477, 2.87446], [7.69590, -3.91438, 0.61869], [3.40462, -4.00524, 8.58321], [2.39405, 2.31866, -5.11073], [-2.86577, 6.97368, 0.44881], [5.40097, -1.22651, 1.96888], [2.29151, 1.42157, -3.58277]], "atomic_forces_ev_per_a": [[0.937, 0.699, 0.828], [-0.683, 0.859, 0.695], [0.730, -0.287, 0.265], [-3.835, -1.300, 0.511], [-1.382, -0.172, -1.256], [1.190, 0.828, -1.595], [-0.417, -0.409, -0.944], [2.263, -0.051, 0.137], [2.301, -0.955, -0.195], [1.826, -0.923, -0.189], [-0.698, 0.681, -0.130], [-0.202, -2.505, 1.371], [0.549, -0.659, 1.160], [-0.148, 0.079, 0.054], [-0.300, -0.051, -0.056], [0.597, -0.026, 2.311], [-0.385, 0.271, 0.419], [-0.254, 0.421, 0.471], [0.010, 1.568, -0.901], [0.375, 1.593, -0.406], [-0.363, -0.394, -0.381], [-0.712, 0.129, -0.462], [-1.625, 0.091, 0.718], [-0.090, 0.458, 0.890], [-0.668, -0.657, -1.143], [-0.485, 0.095, 0.170], [0.220, 0.598, -0.328], [0.262, 0.868, -0.284], [-0.731, 0.312, 0.792], [0.318, 0.472, -1.261], [1.342, 0.308, -0.237], [-0.169, 0.338, 0.185], [0.641, -0.621, -0.353], [-1.324, -0.536, 0.123], [0.651, 0.630, -0.316], [0.478, 0.845, 0.409], [0.208, -0.048, 0.289], [0.300, 0.544, -0.174], [-0.233, -0.259, 0.335], [0.087, -0.136, -0.110], [-0.191, -0.278, -0.080], [-0.637, -0.264, -0.442], [0.112, -0.095, -0.048], [-0.082, -0.804, 0.304], [-0.165, 0.239, 0.027], [-0.006, 0.146, -0.122], [-0.024, -0.110, -0.405], [-0.068, -0.063, 0.113], [0.266, 0.268, 0.068], [0.196, 0.044, -0.181], [-0.183, -0.550, 0.127], [0.149, -0.123, -0.162], [-0.208, -0.301, 0.093], [0.025, 0.033, 0.011], [0.076, -0.298, -0.045], [-0.190, -0.236, -0.249], [-0.071, 0.230, -0.095], [0.008, 0.094, -0.242], [-0.088, 0.060, 0.002], [0.174, -0.270, 0.099], [-0.316, 0.386, -0.195], [0.078, -0.033, -0.443], [0.418, 0.582, 0.368], [-0.375, -0.338, 0.508], [-0.244, -0.116, 0.132], [-0.555, -0.002, 0.335], [0.290, -0.195, 0.215], [-0.222, -0.309, 0.120], [0.205, -0.031, 0.188], [-0.159, 0.427, -0.070], [0.271, -0.257, -0.437], [-0.213, 0.049, 0.382], [-0.028, -0.055, -0.609], [0.198, -0.503, -0.350], [0.165, -0.130, -0.006], [-0.031, -0.465, 0.041], [-0.022, -0.024, 0.167], [0.623, -0.375, 0.014], [0.324, -0.381, -0.352], [-0.170, 0.416, 0.173], [-0.157, 0.363, 0.155], [0.166, 0.237, -0.476], [0.241, 0.130, -0.113], [-0.162, 0.205, 0.074]], "lowdin_charge": [0.817, 0.828, 0.817, 0.855, 0.842, 0.040, -0.591, -0.609, -0.593, -0.576, -0.572, 0.103, 0.110, 0.117, 0.132, -0.480, -0.238, -0.263, -0.268, -0.063, -0.271, -0.277, -0.322, -0.249, -0.040, -0.270, -0.287, -0.264, -0.069, -0.068, -0.081, -0.272, -0.281, -0.016, -0.275, -0.280, 0.077, 0.053, 0.079, 0.050, 0.080, 0.047, 0.049, 0.052, 0.046, 0.046, 0.075, 0.049, 0.077, 0.077, 0.046, 0.056, 0.079, 0.082, 0.076, 0.049, 0.046, 0.043, 0.090, 0.046, 0.055, 0.089, 0.049, 0.055, 0.050, 0.045, 0.045, 0.050, 0.075, 0.085, 0.059, 0.095, 0.042, 0.054, 0.082, 0.044, 0.053, 0.091, 0.042, 0.081, 0.044, 0.076, 0.048, 0.033]}

***

{"formula": "C2H4N2S", "method": "ωB97M-V with the def2-TZVPD basis set", "symbols": ["S", "N", "N", "C", "C", "H", "H", "H", "H"], "coordinates": [[-1.23509, 2.29990, -1.21125], [-0.06127, -0.66822, 1.01272], [-0.77674, 0.29189, 0.32220], [0.82804, -1.34040, 0.35604], [-0.26810, 1.10976, -0.60070], [1.47080, -2.05278, 0.90076], [0.76317, 0.95153, -0.83173], [-1.67300, 0.55765, 0.73436], [0.95218, -1.14932, -0.68240]], "atomic_forces_ev_per_a": [[0.711, -0.161, -0.209], [0.898, -1.157, -0.192], [0.309, -0.669, 0.483], [-1.052, 0.998, 1.647], [-1.716, 0.997, -0.058], [-0.598, 0.464, -0.332], [0.558, -0.019, -0.261], [0.512, -0.249, -0.137], [0.378, -0.204, -0.941]], "lowdin_charge": [0.572, -0.023, -0.126, -0.018, -0.721, 0.080, 0.054, 0.129, 0.053], "e_above_lowest_kcal_mol": 33.2}

***

no.,E_HOMO (eV),gap between HOMO and LUMO (eV)
1,-11.133,7.009
2,-12.420,8.647
3,-8.896,8.975
4,-8.684,8.626